# 1
{"formula": "C16H19BFeN6Te", "method": "ωB97M-V/def2-TZVPD", "total_energy_ev": -68176.668, "orbital_gap_ev": [2.69, 2.96], "s2": 6.48, "spin_multiplicity": 5, "e_above_lowest_kcal_mol": 102.49, "mol_weight_g_mol": 489.6, "largest_force_ev_per_a": 10.0, "charge": 2, "symbols": ["Te", "Fe", "N", "N", "N", "N", "N", "N", "C", "C", "C", "C", "C", "C", "C", "C", "C", "C", "C", "C", "C", "C", "C", "C", "B", "H", "H", "H", "H", "H", "H", "H", "H", "H", "H", "H", "H", "H", "H", "H", "H", "H", "H", "H"], "coordinates": [[-1.59913, 0.38748, 1.37151], [-0.45063, 0.82841, -0.75445], [1.56325, -2.01346, 1.26271], [-0.91747, -1.27694, -1.29534], [1.35870, -0.04435, -1.65992], [1.90612, -1.34125, -1.77102], [-0.18757, -2.46722, -1.45139], [1.77104, -3.00340, 0.31488], [2.94628, -1.30091, -2.62922], [-3.20268, 4.37071, 1.10009], [3.16353, 0.00495, -2.99396], [-2.33124, 2.27528, 1.91843], [1.89710, -2.50606, 2.45432], [-3.07883, 2.98289, 0.96316], [-1.85155, 2.90151, 3.08438], [-2.20297, -1.56415, -1.58098], [2.20824, 0.76855, -2.31836], [-1.00791, -3.40653, -1.96719], [-2.01023, 4.28823, 3.21229], [2.41521, -3.81894, 2.30243], [-2.64338, 5.02859, 2.20413], [0.47840, 2.31873, -0.03197], [-2.28745, -2.88582, -2.04095], [2.32113, -4.08018, 0.93400], [1.34226, -2.67413, -1.19410], [1.25958, 2.74456, -0.68830], [3.44116, -2.19713, -2.95744], [0.73877, 1.25988, 0.28240], [-1.33671, 2.31106, 3.84018], [-3.15395, -3.39531, -2.40838], [-3.49742, 2.44836, 0.11310], [-0.63047, -4.36601, -2.26094], [2.61125, -4.95027, 0.37510], [-1.65607, 4.79347, 4.11041], [-0.51606, 2.30279, -0.58725], [-2.73856, 6.11393, 2.29457], [-3.00360, -0.84820, -1.38894], [1.75029, -3.58936, -1.86194], [-3.75533, 4.93901, 0.35357], [1.75987, -1.92236, 3.36128], [3.89762, 0.33111, -3.70697], [0.27775, 2.84989, 0.89998], [2.15933, 1.85504, -2.28197], [2.79236, -4.45242, 3.07808]]}


# 2
{"formula": "C16H19BN6STi", "method": "ωB97M-V/def2-TZVPD", "total_energy_ev": -60469.370, "orbital_gap_ev": [6.42, 7.78], "s2": 2.01, "spin_multiplicity": 3, "e_above_lowest_kcal_mol": 15.44, "mol_weight_g_mol": 386.1, "largest_force_ev_per_a": 4.0, "symbols": ["Ti", "S", "N", "N", "N", "N", "N", "N", "C", "C", "C", "C", "C", "C", "C", "C", "C", "C", "C", "C", "C", "C", "C", "C", "B", "H", "H", "H", "H", "H", "H", "H", "H", "H", "H", "H", "H", "H", "H", "H", "H", "H", "H", "H"], "coordinates": [[0.36929, 0.19367, -0.01124], [-1.82079, -0.38823, 0.54233], [2.73468, 1.62138, -1.37682], [0.07914, 0.10583, -1.96726], [0.69701, 1.17512, -2.65800], [2.61015, 0.58325, -0.45224], [0.00772, 2.11471, 0.21459], [0.70390, 2.90403, -0.73866], [0.95919, -1.61452, 3.39382], [-1.50130, -3.08401, 0.90407], [0.47320, 1.03083, -3.95976], [4.82105, 1.07010, -0.93543], [-2.09256, -1.89538, 1.38541], [4.00473, 1.93970, -1.66661], [-2.85742, -3.15811, 3.34808], [3.93161, 0.25807, -0.21070], [-1.46583, -4.24654, 1.68161], [-0.63283, 2.99773, 1.06783], [-0.30825, 4.29902, 0.68748], [-0.56362, -0.64788, -2.93802], [-2.87737, -1.99452, 2.57148], [-0.32124, -0.10591, -4.19129], [0.52361, 4.18387, -0.43139], [-2.14013, -4.27278, 2.90000], [1.51098, 2.30882, -1.95784], [0.58453, -2.41448, 4.06921], [-3.41567, -1.10719, 2.89776], [-0.89721, -5.10030, 1.31535], [0.75782, -1.86964, 2.32091], [4.28856, 2.72664, -2.34014], [5.87158, 1.00943, -0.94858], [-1.28560, 2.57761, 1.83993], [0.43684, -0.67397, 3.55489], [-0.62889, 5.19726, 1.16112], [-2.10830, -5.17473, 3.48849], [1.00925, 4.92600, -1.04685], [-0.65317, -0.46816, -5.15169], [-3.37678, -3.19781, 4.30769], [0.88703, 1.76221, -4.64689], [-1.16603, -1.50125, -2.63402], [2.04896, -1.54367, 3.60381], [4.24338, -0.52046, 0.45183], [-0.98103, -3.00606, -0.04868], [1.81109, 3.19063, -2.73234]]}


# 3
{"formula": "C16H19BN6SZn", "method": "ωB97M-V/def2-TZVPD", "total_energy_ev": -85751.512, "orbital_gap_ev": [2.50, 2.56], "spin_multiplicity": 1, "e_above_lowest_kcal_mol": 58.82, "mol_weight_g_mol": 403.6, "largest_force_ev_per_a": 6.4, "charge": 2, "symbols": ["Zn", "S", "N", "N", "N", "N", "N", "N", "C", "C", "C", "C", "C", "C", "C", "C", "C", "C", "C", "C", "C", "C", "C", "C", "B", "H", "H", "H", "H", "H", "H", "H", "H", "H", "H", "H", "H", "H", "H", "H", "H", "H", "H", "H"], "coordinates": [[-0.10297, -1.00114, 0.43256], [-0.10953, 1.43517, 1.69476], [-1.02198, 1.83891, -1.78646], [1.38084, -0.28468, -0.72954], [1.47370, -0.02568, -2.09354], [-1.06605, -1.41659, -1.48452], [-0.70594, -1.04818, -2.76684], [-0.40441, 1.53268, -2.97765], [-1.27157, -1.89827, -3.65288], [-2.08184, -2.78639, -2.95187], [-1.40274, 3.10931, -1.83473], [2.77206, 0.09033, -2.43019], [-0.47963, 2.60582, -3.80640], [-1.11560, 3.64649, -3.11474], [3.54328, 0.03099, -1.27496], [0.26672, 0.83389, 3.22976], [-1.96213, -2.42252, -1.60133], [1.54162, -0.73109, 4.59240], [-0.31034, 0.50405, 5.56940], [-0.52821, 1.15494, 4.36121], [1.34491, -0.06995, 3.38657], [0.71088, -0.45508, 5.68826], [2.62954, -0.14457, -0.22803], [-1.58100, -1.43770, 1.67013], [0.28220, 0.11263, -3.08870], [-0.09024, 2.57807, -4.81246], [-1.65826, -1.18305, 2.72962], [-2.66528, -3.59763, -3.35041], [-1.32513, 1.88400, 4.24326], [-2.41078, -2.08906, 1.37558], [-0.61130, -2.02607, 1.55616], [1.97585, -0.28636, 2.52802], [0.86862, -0.98409, 6.63083], [-1.04141, -1.82733, -4.70727], [-0.93780, 0.73585, 6.43277], [3.05412, 0.19083, -3.46669], [-1.73083, -0.47005, 1.11711], [4.61127, 0.09579, -1.18772], [-1.85139, 3.60505, -0.97959], [0.66368, 0.00659, -4.21895], [2.34859, -1.46484, 4.66837], [-1.33886, 4.63279, -3.45565], [2.81758, -0.13777, 0.83517], [-2.48024, -2.83607, -0.74087]]}